Entry from the OMol25 dataset: a 2-piece molecular cluster, C2H8NS overall (ωB97M-V with the def2-TZVPD basis set).

Properties
* HOMO level: -0.52054 Ha
* E_LUMO: -4.93 eV
* total charge: +1
* total energy: -14521.718 eV
* frontier orbital gap: 9.23 eV

Each line ends with the Löwdin charge.
Atoms and positions in Å:
S1 0.56030 2.75060 -0.50262  0.58
H1 -0.64945 3.05963 -0.98995  -0.17
H2 1.00669 2.32450 -1.69428  -0.17
C1 -1.10812 -0.97847 -0.13851  0.01
C2 1.03183 -1.12306 0.99405  0.18
N1 0.16548 -0.44721 0.35805  -0.02
H3 -1.19533 -0.74125 -1.19467  0.11
H4 -1.91965 -0.54014 0.43780  0.11
H5 -1.10606 -2.05595 0.00611  0.10
H6 0.87231 -2.17109 1.21800  0.13
H7 1.94021 -0.62505 1.31190  0.13
H8 0.40181 0.54748 0.19414  0.02

=====

Entry from the OMol25 dataset: an isolated ion of composition C2H8NS2 and charge +1 (ωB97M-V with the def2-TZVPD basis set).

Properties
* HOMO level: -0.44552 Ha
* E_LUMO: -4.01 eV
* structure (SMILES): [NH3+]CCSS
* total charge: +1
* total energy: -25357.210 eV
* frontier orbital gap: 8.11 eV

Each line ends with the Löwdin charge.
Atoms and positions in Å:
N1 -1.20931 0.03012 1.42931  0.19
C1 -0.05681 0.18093 0.47351  -0.25
C2 -0.32255 -0.43395 -0.89460  -0.58
S1 0.68875 0.32200 -2.18104  0.49
S2 2.56888 -0.13107 -1.34579  0.37
H1 -2.14133 0.03923 1.00709  0.17
H2 -1.16228 -0.90404 1.84905  0.18
H3 -1.21870 0.72336 2.17643  0.18
H4 0.11971 1.25006 0.32444  0.12
H5 0.82204 -0.21962 0.96647  0.11
H6 -1.36555 -0.39262 -1.20025  0.09
H7 0.04185 -1.46277 -0.87181  0.07
H8 3.23529 0.99836 -1.73281  -0.15

=====

Entry from the OMol25 dataset: a 2-piece molecular cluster, C2H8NSe overall (ωB97M-V with the def2-TZVPD basis set).

Properties
* HOMO level: -0.54376 Ha
* E_LUMO: -6.18 eV
* total charge: +1
* total energy: -69030.869 eV
* frontier orbital gap: 8.62 eV

Each line ends with the Löwdin charge.
Atoms and positions in Å:
C1 0.15643 -0.18395 1.51401  -0.15
C2 0.29498 0.87983 0.53126  -0.47
N1 0.31803 -0.53324 -1.55063  0.06
Se1 -1.14100 1.88478 -0.07422  1.02
H1 0.97933 -0.90950 1.24562  0.12
H2 -0.75529 -0.83852 1.35153  0.11
H3 0.56714 0.14031 2.48256  0.13
H4 1.28705 1.31744 0.46673  0.08
H5 -0.32145 -1.25256 -1.21553  0.05
H6 0.85512 -1.08144 -2.19092  0.05
H7 -0.28573 -0.01886 -2.19426  0.04
H8 -1.95463 0.59571 -0.36615  -0.04

=====

Entry from the OMol25 dataset: C2H8NSe as an isolated structure (ωB97M-V with the def2-TZVPD basis set).

Properties
* HOMO level (alpha / beta): -0.37448 / -0.56764 Ha
* E_LUMO (alpha / beta): -3.85 / -8.11 eV
* total charge: +1
* multiplicity: 3
* total energy: -69028.005 eV
* frontier orbital gap (alpha / beta): 6.34 / 7.34 eV

Each line ends with the Löwdin spin population.
Atoms and positions in Å:
C1 -1.48237 0.95138 -0.00640  0.49
C2 2.34284 -1.12038 0.37357  0.17
N1 -2.48358 0.77604 -0.83198  0.33
Se1 0.90936 0.07155 -0.56845  0.86
H1 3.17597 -1.28404 -0.37185  0.02
H2 -0.85240 1.91041 -0.06026  0.04
H3 2.43563 -0.95724 1.52375  0.01
H4 1.77186 -2.11911 0.34986  0.00
H5 -3.14663 -0.01271 -0.64105  0.00
H6 -2.37751 1.29086 -1.71203  0.00
H7 1.59535 1.27317 -0.61888  0.03
H8 -1.50151 0.50508 0.96678  0.03

=====

Entry from the OMol25 dataset: a 2-piece molecular cluster, C2H8O2 overall (ωB97M-V with the def2-TZVPD basis set).

Properties
* HOMO level: -0.36272 Ha
* E_LUMO: 0.83 eV
* structure (SMILES): CO.CO
* total energy: -6297.782 eV
* frontier orbital gap: 10.70 eV

Each line ends with the Löwdin charge.
Atoms and positions in Å:
C1 -0.39847 -1.68499 -1.21274  -0.13
O1 0.76139 -1.35092 -0.45247  -0.13
H1 1.55366 -1.60569 -0.92885  0.09
H2 -1.14552 -0.92862 -0.99786  0.08
H3 -0.18234 -1.71951 -2.27904  0.08
H4 -0.75205 -2.68483 -0.94816  0.08
C2 -0.40128 1.89884 1.41503  -0.16
O2 -0.04952 1.27877 0.18419  -0.14
H5 0.20901 0.35505 0.31660  0.03
H6 -0.68817 2.91048 1.16210  0.07
H7 0.43024 1.82979 2.13146  0.08
H8 -1.27410 1.43239 1.88308  0.07

=====

Entry from the OMol25 dataset: a 2-piece molecular cluster, C2H8O2 overall (ωB97M-V with the def2-TZVPD basis set).

Properties
* HOMO level: -0.37333 Ha
* E_LUMO: 0.76 eV
* structure (SMILES): CO.CO
* total energy: -6297.622 eV
* frontier orbital gap: 10.92 eV

Each line ends with the Löwdin charge.
Atoms and positions in Å:
C1 -1.48039 0.74297 -1.48195  -0.16
O1 -0.68469 1.80587 -0.93812  -0.13
H1 0.16658 1.42608 -0.67165  0.06
H2 -1.24214 0.57861 -2.53644  0.07
H3 -1.35059 -0.18426 -0.91725  0.06
H4 -2.53372 0.98841 -1.31681  0.08
C2 1.50035 -0.84310 1.09717  -0.15
O2 0.09688 -0.81787 1.38363  -0.14
H5 -0.01627 -1.07712 2.31426  0.08
H6 1.92894 -1.80668 1.37670  0.07
H7 1.61453 -0.74734 0.02244  0.07
H8 2.00053 -0.06557 1.66802  0.08